1.
Below is a 7-piece molecular cluster, C33H90N12O7P4 overall, with properties calculated with wB97M-V/def2-TZVPD.

CARTESIAN COORDINATES (ANGSTROEM)
C (1.3751, 0.4708, -4.6725)
N (2.0848, 1.0096, -3.5412)
C (1.2707, 0.9928, -2.3714)
P (3.7040, 1.2833, -3.6471)
O (4.6045, 0.1183, -3.5653)
N (3.8426, 1.9533, -5.1991)
C (4.8605, 1.7022, -6.1560)
C (2.9363, 3.0209, -5.4978)
N (4.0527, 2.3794, -2.4386)
C (5.3624, 2.3118, -1.7620)
C (3.2723, 3.5493, -2.1613)
H (1.8723, 0.7212, -5.6052)
H (0.3634, 0.8828, -4.6957)
H (1.2416, -0.6148, -4.6498)
H (1.7910, 1.0380, -1.3954)
H (0.6897, 0.1014, -2.3448)
H (0.5161, 1.7760, -2.3483)
H (5.2857, 0.7261, -5.9114)
H (4.4256, 1.7155, -7.1479)
H (5.6735, 2.3812, -6.2617)
H (2.1721, 3.0537, -4.7272)
H (3.3503, 4.0508, -5.4510)
H (2.5423, 2.9624, -6.5111)
H (5.1965, 2.6800, -0.7586)
H (5.7845, 1.3089, -1.8069)
H (5.9910, 3.0936, -2.1401)
H (3.7273, 4.4096, -2.6128)
H (3.1004, 3.7621, -1.1358)
H (2.3530, 3.4760, -2.7303)
C (-0.2069, 2.6616, 0.9964)
N (-1.1411, 3.6970, 0.5433)
C (-1.4430, 3.7691, -0.8905)
P (-1.3083, 5.0870, 1.4283)
O (-2.3010, 5.9213, 0.7749)
N (-1.7753, 4.5073, 2.9010)
C (-1.6949, 5.2439, 4.1828)
C (-2.7737, 3.4485, 3.0086)
N (0.0866, 5.9349, 1.7219)
C (1.1431, 5.3202, 2.4779)
C (0.1432, 7.3843, 1.6840)
H (-0.4231, 1.6956, 0.5575)
H (-0.4101, 2.4641, 2.0334)
H (0.8713, 2.7878, 0.8565)
H (-0.6199, 4.1896, -1.5093)
H (-2.3210, 4.3837, -0.9704)
H (-1.6696, 2.7293, -1.2343)
H (-1.0730, 6.1023, 4.0718)
H (-2.6741, 5.5746, 4.4860)
H (-1.2458, 4.5756, 4.8910)
H (-3.7717, 3.9130, 3.3174)
H (-3.0308, 2.8951, 2.1319)
H (-2.4562, 2.6722, 3.7243)
H (1.1852, 4.2369, 2.3772)
H (2.0393, 5.8032, 2.0680)
H (1.0828, 5.5867, 3.5386)
H (-0.7414, 7.8912, 1.2213)
H (0.9867, 7.7529, 1.0797)
H (0.2527, 7.8641, 2.6785)
C (6.7614, -3.6568, -0.0600)
N (5.8770, -2.4725, 0.0201)
C (5.9126, -1.8237, -1.3004)
P (5.2144, -1.9050, 1.4522)
O (5.3675, -2.9704, 2.4598)
N (5.8861, -0.3390, 1.7672)
C (5.6883, 0.3242, 3.0178)
C (7.3424, -0.3089, 1.5544)
N (3.6303, -1.5616, 1.1517)
C (3.1302, -0.3598, 0.4175)
C (2.6671, -2.6769, 1.1769)
H (7.8000, -3.4646, -0.3764)
H (6.3430, -4.2998, -0.8070)
H (6.7435, -4.0270, 0.9510)
H (5.4542, -2.5325, -2.0132)
H (6.9037, -1.5536, -1.6666)
H (5.2483, -0.9645, -1.2909)
H (4.6571, 0.2106, 3.3868)
H (6.3690, -0.0826, 3.7893)
H (5.8702, 1.3813, 2.9020)
H (7.5760, -0.4767, 0.4973)
H (7.6223, 0.6902, 1.8532)
H (7.8239, -1.1014, 2.1439)
H (2.1831, -0.1445, 0.9204)
H (3.8185, 0.4901, 0.4426)
H (2.8307, -0.6347, -0.5826)
H (1.7486, -2.3381, 1.6267)
H (3.0215, -3.6034, 1.6012)
H (2.3402, -2.9047, 0.1591)
C (-6.1152, -1.1234, -0.6841)
N (-7.1195, -1.5311, 0.2594)
C (-8.3656, -1.8733, -0.4797)
P (-6.9423, -1.6939, 1.9390)
O (-8.2407, -2.1575, 2.5083)
N (-5.5083, -2.6473, 2.1896)
C (-4.9588, -2.6294, 3.5435)
C (-5.3932, -4.0272, 1.7029)
N (-6.3556, -0.2619, 2.5966)
C (-7.2712, 0.6037, 3.3692)
C (-5.1869, 0.4135, 2.0631)
H (-5.1938, -0.6680, -0.3185)
H (-6.5913, -0.3646, -1.3304)
H (-5.7272, -1.8657, -1.4326)
H (-8.0431, -2.6844, -1.1384)
H (-8.7902, -1.0626, -1.0061)
H (-9.1203, -2.2649, 0.2130)
H (-5.4750, -3.2142, 4.3186)
H (-3.9595, -3.0889, 3.4710)
H (-4.7676, -1.5911, 3.8497)
H (-5.8872, -4.1406, 0.7552)
H (-4.3404, -4.2861, 1.4851)
H (-5.7815, -4.8106, 2.2980)
H (-7.8937, 0.0336, 4.0349)
H (-6.6900, 1.2963, 3.9398)
H (-7.8763, 1.0649, 2.6177)
H (-5.5380, 1.2810, 1.4931)
H (-4.7256, -0.2238, 1.3138)
H (-4.4786, 0.7169, 2.8185)
C (-1.3447, -6.4575, -0.0062)
C (0.0741, -6.8681, -0.3217)
C (1.1555, -5.9202, 0.1537)
O (0.3165, -7.8319, -0.9592)
H (-1.3996, -6.4535, 1.0864)
H (-2.0118, -7.2858, -0.3221)
H (-1.6369, -5.5154, -0.4657)
H (2.1194, -6.1422, -0.2957)
H (1.2527, -5.9035, 1.2079)
H (0.9398, -4.9025, -0.2103)
C (-2.6914, -3.7596, -3.7563)
C (-2.7227, -2.5603, -2.8250)
C (-1.6093, -1.5537, -3.1143)
O (-3.3953, -2.5145, -1.8127)
H (-1.7765, -4.3026, -3.5043)
H (-2.6351, -3.4199, -4.8056)
H (-3.5891, -4.3420, -3.5755)
H (-0.6341, -2.0641, -3.0960)
H (-1.5892, -0.7418, -2.3651)
H (-1.6460, -1.1262, -4.1065)
C (-1.5574, -2.7243, 0.9217)
C (-1.0740, -1.3421, 1.2683)
C (-1.6204, -0.8498, 2.6168)
O (-0.3461, -0.6634, 0.5695)
H (-1.0272, -3.0479, 0.0384)
H (-2.6178, -2.5870, 0.6663)
H (-1.3478, -3.4711, 1.7211)
H (-1.1946, 0.1255, 2.7524)
H (-1.3436, -1.5615, 3.4200)
H (-2.6939, -0.7159, 2.6346)

HOMO: -8.47 eV
Maximum force: 2.88 eV/Å
SMILES string: CN(C)P(=O)(N(C)C)N(C)C.CN(C)P(=O)(N(C)C)N(C)C.CN(C)P(=O)(N(C)C)N(C)C.CN(C)P(=O)(N(C)C)N(C)C.CC(C)=O.CC(C)=O.CC(C)=O
HOMO-LUMO gap: 0.31876 hartree



2.
Below is one molecule with the formula C5H7NO, with properties calculated with wB97M-V/def2-TZVPD.

CARTESIAN COORDINATES (ANGSTROEM)
C (-2.0169, -0.0261, -0.4618)
C (-0.6070, 0.0484, 0.0671)
C (0.4858, -0.9213, -0.2419)
C (1.7264, -0.3050, 0.0536)
N (2.9367, -0.7007, 0.0365)
O (1.3674, 1.0507, 0.4459)
C (0.0642, 1.2381, 0.3988)
H (-2.6680, 0.6938, 0.0429)
H (-2.0227, 0.1875, -1.5341)
H (-2.4349, -1.0257, -0.3165)
H (0.3388, -1.9670, -0.4631)
H (3.5791, 0.0464, 0.2840)
H (-0.4345, -0.5415, 1.0456)
H (-0.3143, 2.2224, 0.6431)

HOMO (spin up / spin down): -7.05 / -6.91 eV
Maximum force: 0.30 eV/Å
HOMO-LUMO gap (spin up / spin down): 0.26220 / 0.25006 hartree
Relative energy (zero: lowest compared OMol25 entry of this formula, charge and spin): 364.15 kJ/mol



| no. | DFT total energy (Eh) |
| --- | --- |
| 1 | -3860.6579 |
| 2 | -324.5858 |